Record 1
{
  "formula": "C22H43BiN2P3S",
  "method": "ωB97M-V with the def2-TZVPD basis set",
  "charge": 3,
  "multiplicity": 1,
  "e_homo_ha": [-0.5872, -0.5870],
  "homo_lumo_gap_ev": [5.189, 3.746],
  "de_lowest_kj_mol": 95.8,
  "species": ["C", "N", "H", "H", "C", "H", "P", "C", "P", "H", "H", "C", "H", "H", "H", "C", "H", "C", "C", "H", "H", "H", "H", "H", "H", "H", "H", "H", "H", "C", "H", "H", "C", "H", "C", "C", "H", "H", "H", "C", "C", "C", "C", "H", "H", "P", "C", "H", "H", "H", "H", "Bi", "N", "C", "H", "H", "S", "C", "H", "H", "H", "H", "H", "H", "C", "C", "H", "H", "H", "H", "C", "C"],
  "coordinates": [[2.73768, -2.24339, -0.07892], [3.43892, 1.66735, 0.82313], [-3.57166, 3.46722, -2.11458], [4.36346, 1.62672, 1.22891], [-3.77065, 0.74035, -0.82583], [0.72276, 2.35144, 3.18948], [-1.10604, 1.30175, 1.97157], [-1.22699, -4.05034, -2.23796], [1.51909, -1.37071, 0.98009], [-0.02572, 4.12126, -0.32077], [-0.94122, -0.99793, -2.37213], [-2.47484, 1.08619, -3.35533], [-2.76035, 3.63865, -0.51941], [-2.42222, 0.00336, -3.52991], [-3.45364, 1.45848, -3.69238], [-0.01342, 1.56918, 3.41448], [0.70582, 0.50943, -3.47974], [0.95888, -5.58613, -1.45355], [3.11299, 3.81271, 1.88918], [-1.54735, 3.67846, 1.68783], [-4.04787, 1.25055, 0.10655], [3.10641, -1.58067, -0.87510], [-4.60402, 0.81050, -1.54017], [-0.39756, -6.50247, -0.03712], [-2.65632, 0.33312, 3.57710], [1.91353, -0.95335, 3.34964], [0.52118, 0.64781, 3.67431], [2.29914, -3.13635, -0.54524], [4.01483, 3.62759, 2.46933], [-0.00493, -3.92175, -2.92272], [0.50059, 5.93285, 1.30388], [3.58990, -2.54741, 0.54491], [-2.26715, 0.02826, 2.59399], [2.57067, 5.71887, 2.74178], [0.86127, 4.06915, 0.32363], [-2.64584, 3.28103, -1.55130], [-2.37642, 3.01177, 3.12290], [-3.10177, -0.09047, 1.89007], [0.42326, -1.88014, -1.53710], [-2.12075, 2.82348, 2.06956], [0.45442, -2.74641, 1.54941], [2.52426, -0.93013, 2.43868], [1.10702, -4.65945, -2.48370], [2.06635, -4.51653, -2.98701], [-2.32789, -5.07861, -0.73270], [-2.28267, 1.49211, -1.58211], [1.04316, -0.05328, -2.59772], [-1.68347, 1.57584, -3.94046], [2.94145, 0.07869, 2.29489], [-1.74839, -0.93413, 2.69088], [-0.23517, -2.39605, 2.32950], [0.33238, 0.74673, -0.69451], [1.64281, 2.97962, 0.16279], [-0.27964, -5.75325, -0.81675], [-3.57956, -0.31922, -0.60477], [3.30549, 1.11656, -0.02325], [0.03407, -2.77693, -4.24449], [0.08656, -0.97246, -2.02130], [-3.04522, 2.72321, 1.48668], [3.34711, -1.65191, 2.53294], [2.09630, -0.36213, -2.58207], [1.79622, -6.19813, -1.14143], [-1.81676, 3.82423, -2.02622], [-0.13361, -3.14302, 0.71067], [-1.36448, -4.96967, -1.21205], [1.16188, 5.06764, 1.23207], [-0.62419, 1.89110, 4.27114], [-2.05928, -3.42882, -2.54921], [1.29370, -2.55148, -4.34288], [1.07821, -3.55656, 1.95599], [2.30859, 4.94507, 2.02764], [2.73668, 2.85093, 0.93628]],
  "lowdin_charge": [-0.2380, 0.0996, 0.0767, 0.1183, -0.2395, 0.0418, 0.7158, -0.0865, 0.7503, 0.0926, 0.0077, -0.2498, 0.0332, 0.0406, 0.0729, -0.2395, 0.0824, -0.0200, 0.0047, 0.0317, 0.0405, 0.0372, 0.0725, 0.1396, 0.0731, 0.0473, 0.0249, 0.0277, 0.1260, -0.5562, 0.1216, 0.0654, -0.2496, 0.1281, -0.1784, -0.2400, 0.0716, 0.0305, 0.0073, -0.2551, -0.2347, -0.2449, -0.0654, 0.1317, 0.1315, 0.7181, -0.3636, 0.0611, 0.0186, 0.0212, 0.0337, 1.4401, -0.0645, 0.0069, 0.0482, 0.0738, 1.1410, -0.5503, 0.0275, 0.0657, 0.0721, 0.1334, 0.0566, 0.0279, -0.0304, -0.0587, 0.0709, 0.1199, -0.0751, 0.0772, -0.0191, -0.3993]
}

***

Record 2
{
  "formula": "C6H6O",
  "method": "ωB97M-V with the def2-TZVPD basis set",
  "charge": 0,
  "multiplicity": 1,
  "e_homo_ha": -0.3254,
  "homo_lumo_gap_ev": 9.695,
  "de_lowest_kj_mol": 523.5,
  "species": ["C", "H", "C", "H", "C", "H", "H", "C", "H", "O", "C", "H", "C"],
  "coordinates": [[-0.16652, 1.48515, 0.80326], [1.50193, 1.04230, -1.19070], [-0.96788, -0.15618, -1.10539], [-1.12337, -1.44580, 1.18356], [-1.68676, -0.37565, -2.04883], [0.67246, -1.39545, 1.40907], [2.19460, -0.11105, -0.00294], [1.35631, 0.55697, -0.22674], [-0.38496, -0.14918, 2.13967], [1.15893, 1.59649, 0.76478], [-0.09862, 0.12802, 0.02886], [-2.30733, -0.60432, -2.89054], [-0.23889, -0.80291, 1.25966]],
  "lowdin_charge": [0.0768, 0.1270, -0.0794, 0.0924, 0.1298, 0.0908, 0.1264, -0.0923, 0.0741, -0.0597, -0.4885, 0.0288, -0.0262]
}

***

Record 3
{
  "formula": "C14H16O4",
  "method": "ωB97M-V with the def2-TZVPD basis set",
  "charge": 0,
  "multiplicity": 1,
  "e_homo_ha": -0.3446,
  "homo_lumo_gap_ev": 7.697,
  "de_lowest_kj_mol": 361.3,
  "smiles": "CC(=O)C(C(C)=O)C1=C(C)C(=O)C(C)=C(C)C1=O",
  "species": ["H", "H", "H", "C", "C", "H", "C", "H", "C", "H", "H", "O", "H", "C", "C", "H", "O", "H", "C", "C", "C", "H", "O", "H", "H", "H", "H", "C", "C", "C", "C", "C", "H", "O"],
  "coordinates": [[2.38281, 2.14977, 1.30206], [3.19846, 0.73452, 2.31854], [-1.98248, -1.20229, -1.89931], [-0.67273, -1.76762, 0.93700], [0.57160, -1.56783, 1.75232], [2.45979, 3.63123, -1.93226], [-0.13135, 3.60446, 1.61622], [2.27680, -0.11331, 3.56790], [-1.38241, -3.01702, 1.38902], [-2.48656, -3.19251, 0.95947], [-2.99136, -1.80950, -0.58280], [0.89983, -2.46387, 2.60383], [3.30504, 2.37890, -2.70102], [1.32688, -0.33982, 1.60984], [0.80266, 3.24370, 0.48944], [-0.23835, 4.69348, 1.64414], [0.95775, 4.06694, -0.43377], [-1.49430, -3.07595, 2.51510], [3.12718, 2.81045, -1.75342], [-2.37704, -0.99458, -0.89297], [2.55107, -0.16170, 2.48570], [-0.80855, -3.85637, 0.97311], [-0.81196, 1.24394, -0.89409], [-2.87310, -0.01694, -0.93030], [0.08826, 3.21626, 2.50531], [3.29064, -1.07372, 2.35057], [3.95502, 3.20426, -1.20707], [2.48633, 1.73858, -0.88744], [0.84130, 0.64836, 0.73498], [1.72472, 1.91819, 0.45248], [-1.16071, -0.83032, -0.04469], [-0.43183, 0.41622, -0.12388], [-1.12597, 3.13246, 1.26605], [2.71458, 0.64366, -1.19804]],
  "lowdin_charge": [0.1353, 0.0728, 0.1074, -0.0957, -0.2776, 0.0602, 0.0095, 0.0960, -0.0594, 0.1129, 0.0575, 0.0589, 0.0754, -0.1359, -0.3336, 0.0971, 0.0350, 0.1027, 0.0144, -0.0180, -0.0363, 0.0882, 0.1424, 0.0936, 0.0251, 0.1314, 0.0864, -0.3985, 0.0116, -0.0776, -0.1250, -0.3220, 0.1301, 0.1354]
}

***

Record 4
{
  "formula": "C16H14BrMoN2O2SbSe4",
  "method": "ωB97M-V with the def2-TZVPD basis set",
  "charge": 2,
  "multiplicity": 1,
  "e_homo_ha": -0.4997,
  "homo_lumo_gap_ev": 4.946,
  "de_lowest_kj_mol": 6.2,
  "species": ["Br", "C", "H", "O", "Se", "H", "H", "H", "C", "H", "C", "C", "H", "H", "Se", "C", "C", "C", "H", "N", "Sb", "C", "O", "C", "H", "Se", "C", "H", "H", "C", "Mo", "C", "C", "C", "N", "Se", "H", "H", "H", "C", "C"],
  "coordinates": [[-2.29119, -0.23815, 2.52598], [1.61783, -0.00284, 4.04774], [-1.44716, -2.09687, -5.94378], [1.36370, 1.42243, -3.29364], [-7.16157, 0.23770, -1.97696], [2.19397, 1.25647, 2.38231], [1.34645, -1.12072, 5.86601], [3.72477, -1.01320, 6.50695], [0.65303, 0.53031, -4.05795], [-0.89801, 1.61351, -2.11568], [0.21274, -0.14815, 3.72679], [4.29015, 0.13597, 4.78215], [5.33215, 0.19404, 5.06779], [0.59075, -1.14905, -6.97923], [-6.82971, 0.02364, 2.55643], [-0.85965, -1.36039, -5.41301], [2.52931, 0.70073, 3.25115], [2.05629, -0.59765, 5.23501], [1.94644, 0.52164, -5.76979], [-0.57478, 0.09103, 0.16004], [-6.56209, 0.12017, 0.25436], [-1.24427, -0.93745, -4.15171], [-2.16993, 0.06070, -1.70629], [1.04747, 0.11559, -5.31876], [-0.43299, -0.37868, 4.57007], [-4.21691, -1.75658, -0.04162], [0.16136, 0.02669, 1.20955], [2.07595, 1.81883, -3.81071], [4.55829, 1.32695, 3.01380], [0.28390, -0.82658, -5.99271], [-2.78566, -0.01711, -0.01751], [-0.87687, 0.52348, -2.12522], [-0.49681, 0.01719, -3.47564], [3.85772, 0.76744, 3.61873], [-0.00110, -0.00153, -1.08852], [-4.07731, 1.82140, 0.14547], [1.24181, -0.01932, 1.10164], [0.97227, 0.27679, -1.16910], [-2.14144, -1.33335, -3.69527], [-0.37894, -0.06391, 2.52772], [3.39006, -0.54118, 5.59339]],
  "lowdin_charge": [0.8941, -0.2141, 0.1147, 0.0567, 0.1939, 0.1084, 0.1256, 0.1223, -0.2629, 0.1639, -0.0445, -0.0281, 0.1227, 0.1204, 0.1581, -0.0562, -0.0323, -0.0093, 0.1277, -0.1200, 0.1189, -0.0115, -0.3944, 0.0052, 0.1224, 0.2510, -0.1264, 0.1268, 0.1191, -0.0451, 0.6208, -0.3047, -0.1225, -0.0436, 0.0494, 0.2456, 0.1453, 0.1541, 0.1147, -0.5300, -0.0363]
}